(1)
{
  "formula": "C35H31CdF5N3OSTe",
  "method": "wB97M-V/def2-TZVPD",
  "total_charge": -1,
  "multiplicity": 1,
  "homo_energy_ha": -0.1692,
  "fmax_ev_per_a": 0.2,
  "relative_energy_kj_mol": 127.6,
  "elements": ["Te", "Cd", "S", "F", "F", "F", "F", "F", "O", "N", "N", "N", "C", "C", "C", "C", "C", "C", "C", "C", "C", "C", "C", "C", "C", "C", "C", "C", "C", "C", "C", "C", "C", "C", "C", "C", "C", "C", "C", "C", "C", "C", "C", "C", "C", "C", "C", "H", "H", "H", "H", "H", "H", "H", "H", "H", "H", "H", "H", "H", "H", "H", "H", "H", "H", "H", "H", "H", "H", "H", "H", "H", "H", "H", "H", "H", "H", "H"],
  "positions_angstrom": [[2.2732, 4.4259, 0.3864], [1.3440, -0.0925, 0.3192], [0.9725, 1.5170, 3.2510], [3.4830, -1.5808, -1.8290], [2.1424, -2.2368, -3.3962], [1.2831, -2.9051, -0.9070], [-0.0121, -1.4956, -1.9928], [2.2184, -0.1430, -2.8473], [3.4024, -0.3002, 1.4229], [-1.5702, -3.5646, 0.0078], [3.0143, 1.9707, 1.4427], [-1.9144, -1.0700, 1.0748], [-1.0439, 8.0957, -0.1643], [5.2691, 1.1755, 1.3627], [-2.0886, 9.1688, -0.3164], [1.6122, 1.7219, 1.4680], [1.1824, -1.5780, -1.2939], [-0.4045, 7.8933, 1.0472], [-3.7788, -3.4377, -0.9692], [-4.4017, 0.2012, 1.0377], [8.0191, 1.6097, 1.2116], [-0.5201, 2.4323, -0.7222], [-1.5329, 3.6297, 1.1803], [1.2046, 6.8152, 2.5790], [7.5072, 0.3273, 1.0720], [-2.1123, 0.0585, 1.7088], [6.1384, 0.1115, 1.1502], [0.2815, 6.2877, -1.1010], [0.8561, 3.0686, 1.3791], [-2.9655, -1.6303, 0.4120], [-5.2615, -1.6057, -0.4377], [-4.2304, -1.0124, 0.3283], [3.7914, 0.9177, 1.4247], [2.2679, -1.3941, -2.3553], [-0.5420, 3.9329, 3.3817], [-0.4447, 3.0668, 0.6394], [-1.5731, 4.1137, 2.5566], [-3.3592, 0.7247, 1.7382], [-5.0193, -2.7853, -1.0834], [5.7870, 2.4602, 1.5060], [0.8789, 6.0501, 0.1492], [0.5564, 6.8986, 1.2201], [0.7166, 3.3098, 2.8954], [-0.6715, 7.2937, -1.2331], [7.1543, 2.6756, 1.4302], [0.6541, 5.5131, -2.3400], [-2.7573, -2.8983, -0.2194], [-1.2337, 2.9661, -1.3524], [-2.4735, 9.2013, -1.3357], [8.1766, -0.5075, 0.9015], [0.1518, 5.9324, -3.2127], [9.0876, 1.7792, 1.1520], [-0.6504, 8.5319, 1.8914], [5.1013, 3.2797, 1.6783], [-0.8463, -2.9654, 0.3762], [-5.3668, 0.6950, 1.0127], [-2.4473, 3.6763, 0.5980], [1.5814, 3.8443, 3.2861], [-2.4805, 4.5918, 2.9093], [-3.6263, -4.3936, -1.4564], [0.5396, 6.3193, 3.2876], [-0.5888, 4.2510, 4.4177], [5.7156, -0.8790, 1.0474], [0.4524, 2.4179, -1.2158], [-1.1309, 7.4575, -2.2031], [-6.2243, -1.1144, -0.5042], [-3.4494, 1.6471, 2.2950], [-1.2635, 0.4913, 2.2306], [1.4068, 7.8187, 2.9590], [-0.8758, 1.3994, -0.6505], [-1.2356, -4.1084, -0.7725], [0.3776, 4.4639, -2.2555], [-5.7985, -3.2439, -1.6802], [2.1392, 6.2597, 2.5495], [7.5484, 3.6786, 1.5426], [-1.6809, 10.1535, -0.0784], [1.7296, 5.5350, -2.5164], [-2.9311, 8.9943, 0.3560]],
  "forces_ev_per_a": [[0.0, 0.1, 0.0], [0.2, 0.0, 0.0], [0.0, 0.0, 0.0], [0.0, 0.0, 0.0], [0.0, 0.0, 0.0], [0.0, 0.0, 0.0], [0.0, 0.0, 0.0], [0.0, 0.0, 0.0], [-0.1, 0.0, -0.1], [0.0, 0.1, -0.2], [0.0, 0.0, 0.0], [0.0, 0.0, 0.1], [0.0, 0.0, 0.0], [0.0, 0.0, 0.0], [0.0, 0.0, 0.0], [-0.1, 0.0, 0.0], [-0.1, 0.0, -0.1], [0.0, 0.0, 0.0], [0.0, 0.0, 0.0], [0.0, 0.0, 0.0], [0.0, 0.0, 0.0], [0.0, 0.0, 0.0], [0.0, 0.0, 0.1], [0.0, 0.0, 0.0], [0.0, 0.0, 0.0], [0.0, 0.0, 0.0], [0.0, 0.0, 0.0], [0.0, 0.0, 0.0], [0.0, 0.0, 0.1], [0.0, 0.0, 0.0], [0.0, 0.0, 0.0], [0.0, 0.0, 0.0], [0.0, 0.0, 0.0], [0.0, 0.0, 0.0], [0.0, 0.0, 0.0], [0.0, 0.0, 0.0], [0.0, 0.0, 0.0], [0.0, 0.0, 0.0], [0.0, 0.0, 0.0], [0.0, 0.0, 0.0], [0.0, 0.0, -0.1], [0.0, 0.0, 0.0], [0.0, 0.0, 0.0], [0.0, 0.0, 0.0], [0.0, 0.0, 0.0], [0.0, 0.0, 0.0], [0.0, 0.0, 0.1], [0.0, 0.0, 0.0], [0.0, 0.0, 0.0], [0.0, 0.0, 0.0], [0.0, 0.0, 0.0], [0.0, 0.0, 0.0], [0.0, 0.0, 0.0], [0.0, 0.0, 0.0], [0.0, 0.0, 0.0], [0.0, 0.0, 0.0], [0.0, 0.0, 0.0], [0.0, 0.0, 0.0], [0.0, 0.0, 0.0], [0.0, 0.0, 0.0], [0.0, 0.0, 0.0], [0.0, 0.0, 0.0], [0.0, 0.0, 0.0], [0.0, 0.0, 0.0], [0.0, 0.0, 0.0], [0.0, 0.0, 0.0], [0.0, 0.0, 0.0], [0.0, 0.0, 0.0], [0.0, 0.0, 0.0], [0.0, 0.0, 0.0], [0.0, 0.0, 0.0], [0.0, 0.0, 0.0], [0.0, 0.0, 0.0], [0.0, 0.0, 0.0], [0.0, 0.0, 0.0], [0.0, 0.0, 0.0], [0.0, 0.0, 0.0], [0.0, 0.0, 0.0]]
}

***

(2)
{
  "formula": "C35H32Cl3N6O4S2Sc",
  "method": "wB97M-V/def2-TZVPD",
  "total_charge": 0,
  "multiplicity": 1,
  "homo_energy_ha": -0.2609,
  "fmax_ev_per_a": 0.6,
  "relative_energy_kj_mol": 0.0,
  "elements": ["Sc", "Cl", "Cl", "Cl", "S", "S", "O", "O", "O", "O", "N", "N", "N", "N", "N", "N", "C", "C", "C", "C", "C", "C", "C", "C", "C", "C", "C", "C", "C", "C", "C", "C", "C", "C", "C", "C", "C", "C", "C", "C", "C", "C", "C", "C", "C", "C", "C", "C", "C", "C", "C", "H", "H", "H", "H", "H", "H", "H", "H", "H", "H", "H", "H", "H", "H", "H", "H", "H", "H", "H", "H", "H", "H", "H", "H", "H", "H", "H", "H", "H", "H", "H", "H"],
  "positions_angstrom": [[-0.4645, -1.0955, 0.8628], [-2.9762, -2.8028, -4.0480], [-2.8559, 0.0495, -4.5852], [-5.1881, -1.0854, -3.2787], [0.9645, -3.0389, 2.2387], [-0.1068, -5.5259, 3.3386], [-0.6669, -2.6922, -0.3203], [0.7916, 0.0755, 2.0174], [-0.2217, 0.9271, -0.3629], [-1.9028, -4.8133, -1.6130], [1.5651, -1.1538, -0.0658], [-2.2913, -0.7750, -1.1654], [2.4788, -0.2542, 0.4823], [-1.5772, -3.3763, 3.0787], [-1.7382, -2.1093, 2.5977], [-2.3613, 0.2960, 1.5555], [-0.6491, -4.3830, -1.9592], [-2.8029, -0.9747, -2.1693], [1.9668, 0.3128, 1.5438], [0.3339, 3.5914, 0.5305], [-3.9410, 0.6822, 3.3116], [2.4191, 1.7843, 3.4924], [0.6718, 3.6900, -0.9322], [-2.6270, -1.4142, 3.1962], [-3.4336, -1.2053, -3.4698], [-2.0965, -5.1623, -0.2372], [1.2961, 1.5177, -4.0408], [-0.0286, -4.9884, -3.0315], [4.2252, 3.3708, 3.4868], [1.3008, 5.1017, -2.8085], [1.5759, 6.4754, -3.3522], [0.5256, 1.2088, -1.2896], [-4.2918, 1.8971, 2.7529], [0.9490, 4.9356, -1.4725], [3.1412, 2.7851, 4.1254], [-0.0335, -3.3029, -1.2835], [-3.6809, 2.2889, 1.5733], [2.7843, 1.3570, 2.2205], [1.3991, 3.9777, -3.6174], [1.2357, -4.5802, -3.4599], [-1.5802, -5.8975, 4.3093], [-2.9763, -0.0951, 2.6821], [0.7763, 2.5646, -1.7748], [1.1610, 2.7056, -3.1192], [2.0179, -1.8979, -1.0045], [-0.3720, -3.8539, 2.8773], [1.2644, -2.9255, -1.6966], [1.8779, -3.5711, -2.7795], [4.5915, 2.9468, 2.2152], [3.8773, 1.9407, 1.5846], [-2.7253, 1.4564, 1.0143], [1.0420, 0.3999, -1.8167], [2.3685, 6.9643, -2.7838], [4.1528, 1.5962, 0.5972], [1.6790, 4.0937, -4.6584], [2.8754, -3.2623, -3.0716], [1.5654, 1.3230, 3.9703], [2.0752, 0.8317, -3.7024], [-1.2003, -5.6314, 0.1746], [1.5627, 1.8505, -5.0423], [3.0599, -1.7577, -1.2951], [-2.2265, 1.7211, 0.0939], [0.8940, 5.8069, -0.8290], [-1.4427, -6.9121, 4.6817], [1.8794, 6.4363, -4.3971], [-3.9319, 3.2215, 1.0882], [-0.5490, -5.8015, -3.5229], [-1.6612, -5.2092, 5.1469], [0.6874, 7.1047, -3.2788], [0.4922, 4.5555, 1.0120], [-5.0386, 2.5227, 3.2239], [-3.1470, -1.8133, 4.0629], [-2.4817, -5.8454, 3.7053], [-4.4068, 0.3232, 4.2192], [0.3687, 0.9474, -4.1144], [-0.7013, 3.2937, 0.6881], [4.7862, 4.1549, 3.9794], [0.9520, 2.8509, 1.0375], [1.7114, -5.0728, -4.2968], [-2.9181, -5.8764, -0.2210], [2.8575, 3.1089, 5.1187], [-2.3430, -4.2909, 0.3647], [5.4371, 3.4017, 1.7152]],
  "forces_ev_per_a": [[0.1, -0.5, 0.4], [0.0, 0.0, 0.0], [0.0, 0.0, 0.0], [0.0, 0.0, 0.0], [0.0, 0.0, -0.1], [0.0, 0.0, 0.1], [-0.1, 0.3, -0.2], [0.0, 0.2, -0.1], [0.0, -0.1, 0.0], [0.0, 0.0, 0.0], [0.1, -0.1, 0.1], [-0.1, 0.0, 0.0], [0.0, 0.1, 0.0], [0.0, 0.0, 0.1], [0.0, 0.1, 0.0], [0.1, 0.1, 0.1], [0.0, 0.0, 0.0], [0.0, 0.1, 0.0], [0.0, 0.1, -0.1], [0.0, 0.0, 0.0], [0.0, 0.0, 0.0], [0.0, 0.0, 0.0], [0.0, 0.0, 0.0], [0.0, 0.0, 0.0], [0.0, -0.1, 0.0], [0.0, 0.0, 0.0], [0.0, 0.0, 0.0], [0.0, 0.0, 0.0], [0.0, 0.0, 0.0], [0.0, 0.0, 0.0], [0.0, 0.0, 0.0], [0.0, 0.1, 0.0], [0.0, 0.0, 0.0], [0.0, 0.0, 0.0], [0.0, 0.0, 0.0], [0.0, 0.0, 0.0], [0.0, 0.0, 0.0], [0.0, 0.0, 0.0], [0.0, 0.0, 0.0], [0.0, 0.0, 0.0], [0.0, 0.0, 0.0], [0.0, 0.0, -0.1], [0.0, 0.0, 0.0], [0.0, 0.0, 0.0], [0.0, 0.0, 0.0], [-0.1, 0.0, -0.1], [0.0, 0.0, 0.0], [0.0, 0.0, 0.0], [0.0, 0.0, 0.0], [0.0, 0.0, 0.0], [0.0, 0.0, 0.0], [0.0, 0.0, 0.0], [0.0, 0.0, 0.0], [0.0, 0.0, 0.0], [0.0, 0.0, 0.0], [0.0, 0.0, 0.0], [0.0, 0.0, 0.0], [0.0, 0.0, 0.0], [0.0, 0.0, 0.0], [0.0, 0.0, 0.0], [0.0, 0.0, 0.0], [0.0, 0.0, 0.0], [0.0, 0.0, 0.0], [0.0, 0.0, 0.0], [0.0, 0.0, 0.0], [0.0, 0.0, 0.0], [0.0, 0.0, 0.0], [0.0, 0.0, 0.0], [0.0, 0.0, 0.0], [0.0, 0.0, 0.0], [0.0, 0.0, 0.0], [0.0, 0.0, 0.0], [0.0, 0.0, 0.0], [0.0, 0.0, 0.0], [0.0, 0.0, 0.0], [0.0, 0.0, 0.0], [0.0, 0.0, 0.0], [0.0, 0.0, 0.0], [0.0, 0.0, 0.0], [0.0, 0.0, 0.0], [0.0, 0.0, 0.0], [0.0, 0.0, 0.0], [0.0, 0.0, 0.0]]
}